(1)
{
  "formula": "C6H9N3",
  "method": "wB97M-V/def2-TZVPD",
  "e_above_lowest_ev": 4.680,
  "gap_ev": 9.40,
  "lumo_energy_ev": 0.12,
  "charge": 0,
  "species": ["C", "C", "C", "C", "C", "C", "N", "N", "N", "H", "H", "H", "H", "H", "H", "H", "H", "H"],
  "positions_angstrom": [[-3.812644, -0.637257, -0.361110], [-1.791253, -0.174533, 0.028170], [1.227434, -0.241166, 1.209698], [1.021126, 1.132584, 0.524616], [0.563024, -0.121395, -0.110814], [0.812603, -0.725993, -1.322428], [-2.534387, -1.077004, -0.583814], [-3.867722, 0.546907, 0.215943], [-2.599863, 0.777136, 0.559366], [-4.638321, -1.113248, -0.683764], [2.059722, -0.785326, 1.407598], [0.568370, -0.368791, 2.003823], [0.211951, 1.589876, 0.986515], [1.777489, 1.748532, 0.145332], [-0.083762, -1.376840, -1.472800], [1.842319, -1.218467, -1.396049], [0.634339, 0.064122, -2.201113], [-2.408031, 1.617625, 0.989497]],
  "forces_ev_per_a": [[3.0, 2.3, 0.3], [2.7, 0.0, -0.2], [-2.6, 1.7, -1.4], [-0.1, -2.3, 0.3], [-2.8, 1.9, 4.0], [-0.2, -0.4, -5.4], [0.4, 0.1, 0.8], [-1.3, -0.9, 0.7], [0.4, -1.8, -1.7], [-2.6, -1.5, -1.1], [2.9, -1.2, -0.3], [-1.1, -0.1, 1.3], [-0.9, 1.3, 0.8], [1.0, 0.6, -0.7], [1.2, -0.5, -0.2], [-1.6, 0.4, 0.0], [0.8, -1.6, 1.7], [0.8, 1.8, 0.9]]
}


(2)
{
  "formula": "C3H4N2O2S",
  "method": "wB97M-V/def2-TZVPD",
  "e_above_lowest_ev": 5.709,
  "gap_ev": 9.00,
  "lumo_energy_ev": 0.46,
  "charge": 0,
  "species": ["C", "C", "C", "N", "N", "O", "O", "S", "H", "H", "H", "H"],
  "positions_angstrom": [[-0.748119, -0.827031, -0.436319], [1.380210, -1.251095, 0.156195], [-0.705774, 1.323315, 0.843718], [0.300880, -1.780882, -0.073617], [-0.253535, 1.461277, -0.363384], [-0.426155, 0.264126, -1.195804], [0.140525, 2.467184, -1.003092], [-1.312697, -0.246291, 1.246115], [-1.490030, -1.410754, -0.925818], [1.710891, -0.195675, 0.004880], [2.100329, -1.998343, 0.300532], [-0.696526, 2.194170, 1.446594]],
  "forces_ev_per_a": [[0.0, -1.1, 1.7], [3.1, 0.9, -0.7], [0.3, -0.8, -1.1], [-3.0, 0.4, -1.0], [-0.1, 1.5, -1.2], [0.4, 0.9, 0.1], [-0.3, -1.6, 1.0], [-0.7, 0.4, -0.1], [-0.9, -0.1, -0.5], [-0.6, -0.6, 0.3], [1.8, -0.4, 0.9], [0.0, 0.4, 0.6]]
}


(3)
{
  "formula": "C26H26ClN4O6S2",
  "method": "wB97M-V/def2-TZVPD",
  "smiles": "Cn1c([O-])c([C@@H](c2cc3c4c(c2)CCCN4CCC3)[C@H](Cl)S(=O)(=O)c2ccc([N+](=O)[O-])cc2)c(=O)n(C)c1=S",
  "gap_ev": 4.78,
  "lumo_energy_ev": 0.43,
  "charge": -1,
  "species": ["C", "N", "C", "S", "N", "C", "C", "O", "C", "C", "C", "C", "C", "C", "N", "C", "C", "C", "C", "C", "C", "C", "C", "C", "O", "H", "H", "H", "H", "H", "H", "H", "H", "H", "H", "H", "H", "H", "H", "H", "H", "H", "H", "H", "H", "H", "O", "N", "O", "C", "C", "C", "C", "S", "C", "Cl", "O", "O", "C", "C", "H", "H", "H", "H", "H"],
  "positions_angstrom": [[-3.847455, -3.032647, 0.190172], [-3.666215, -1.595087, 0.342823], [-4.803575, -0.806709, 0.317754], [-6.329065, -1.445998, 0.011981], [-4.562340, 0.509405, 0.708992], [-5.725429, 1.389621, 0.808656], [-3.279045, 1.128723, 0.576723], [-3.172471, 2.336766, 0.370787], [-2.157080, 0.246222, 0.859549], [-0.818105, 0.766246, 0.624221], [0.281343, -0.071338, 1.289724], [0.896000, -1.016072, 0.494702], [1.805344, -1.928251, 1.007836], [2.254126, -1.839301, 2.358697], [3.256148, -2.665304, 2.826098], [4.065941, -3.416447, 1.864082], [3.208204, -4.010416, 0.775919], [2.336140, -2.965722, 0.104632], [3.928273, -2.343208, 4.097778], [2.915415, -1.900149, 5.125449], [2.037996, -0.769558, 4.641273], [1.662438, -0.855195, 3.196842], [0.705842, -0.004183, 2.639802], [-2.532826, -1.155677, 1.105219], [-2.017968, -1.904578, 1.926205], [-2.874054, -3.514727, 0.120358], [-4.422698, -3.471238, 1.011079], [-4.411296, -3.207261, -0.723567], [-5.416518, 2.296734, 1.327744], [-6.158669, 1.643185, -0.167164], [-6.485022, 0.854686, 1.382741], [-0.743838, 1.842325, 0.835095], [0.648752, -1.067485, -0.580348], [4.822633, -2.753622, 1.414559], [4.619658, -4.201088, 2.390869], [3.844831, -4.462309, 0.022515], [2.578054, -4.794294, 1.188710], [1.503112, -3.444289, -0.420593], [2.918823, -2.451769, -0.667709], [4.477588, -3.228199, 4.463644], [4.696162, -1.556019, 3.942327], [2.271388, -2.740138, 5.363969], [3.433706, -1.636998, 6.040423], [1.135432, -0.774412, 5.253620], [2.515620, 0.193264, 4.836517], [0.234338, 0.754416, 3.258451], [0.129269, 6.863692, -6.409580], [0.329092, 5.677345, -6.754705], [0.558187, 5.368160, -7.945118], [0.309737, 4.681211, -5.741194], [0.596510, 3.338191, -6.014198], [0.714885, 2.389335, -4.994771], [0.553019, 2.744061, -3.639332], [0.684890, 1.553131, -2.171551], [-0.846374, 1.390219, -1.096831], [-1.879986, 0.207589, -1.903243], [0.971953, 0.269049, -2.762922], [1.618770, 2.104845, -1.201215], [0.257597, 4.095249, -3.360691], [0.120745, 5.038733, -4.393743], [0.713660, 3.109638, -7.073683], [0.884193, 1.344799, -5.290792], [-1.314791, 2.395705, -1.300351], [0.086924, 4.432681, -2.335541], [-0.117914, 6.064466, -4.169696]],
  "forces_ev_per_a": [[0.0, -0.1, -0.2], [-1.0, -0.1, 0.4], [1.2, 0.3, 0.8], [0.3, 0.4, -0.1], [-1.1, -0.3, -1.1], [0.0, -0.1, 0.2], [1.6, -1.1, 1.0], [-0.5, 0.0, -0.1], [-1.7, 0.1, -0.6], [0.0, 2.4, 0.9], [0.7, 0.2, -0.9], [-0.1, -0.4, -0.2], [0.3, 0.5, 1.4], [-1.0, 1.1, -0.8], [1.0, -1.3, 0.9], [-0.1, 0.7, 0.4], [-0.3, -0.1, -0.1], [0.5, -0.2, -0.9], [0.0, 0.0, -0.9], [0.0, -0.4, 0.0], [-0.1, 0.7, 0.4], [-0.2, -0.4, -1.4], [-0.7, 0.4, -0.7], [1.0, 1.0, 0.9], [-0.2, -0.1, -1.1], [0.0, 0.2, 0.1], [0.1, 0.1, 0.0], [0.1, 0.0, 0.0], [0.0, -0.1, -0.1], [0.2, 0.0, 0.1], [0.1, 0.2, -0.1], [-0.1, -0.5, 1.3], [0.1, -0.1, 0.6], [0.0, 0.0, -0.1], [-0.2, 0.1, 0.1], [0.2, -0.2, -0.1], [0.0, -0.1, 0.2], [0.1, 0.0, 0.0], [0.0, -0.1, -0.1], [-0.3, 0.2, -0.3], [-0.2, -0.1, 0.0], [-0.1, -0.3, 0.0], [0.1, 0.2, 0.2], [-0.1, 0.1, 0.0], [0.1, 0.1, 0.0], [0.0, -0.1, 0.2], [0.3, -2.1, -0.4], [-0.1, 2.6, -2.3], [-0.4, 0.1, 2.3], [0.4, -1.8, 2.4], [0.0, 0.6, -0.5], [-0.3, -0.6, 0.2], [-0.5, 0.9, 0.1], [0.4, -1.0, 1.5], [0.2, -0.7, -1.9], [-0.3, 0.1, -1.2], [0.2, 0.3, -0.4], [-0.2, 0.5, -1.1], [-0.2, -0.1, -0.4], [0.2, -0.3, -0.2], [0.1, -0.4, 0.4], [0.0, 0.5, 0.4], [0.2, -1.0, 1.3], [0.2, -0.2, -0.3], [0.0, 0.1, 0.1]]
}


(4)
{
  "formula": "C17H23NO6",
  "method": "wB97M-V/def2-TZVPD",
  "smiles": "COc1cc(OC)c(C(=O)OCC(=O)NC2CCCC2)cc1OC",
  "e_above_lowest_ev": 0.747,
  "gap_ev": 8.60,
  "lumo_energy_ev": 0.57,
  "charge": 0,
  "species": ["C", "H", "O", "C", "C", "C", "C", "C", "C", "O", "C", "H", "H", "H", "H", "C", "O", "O", "C", "H", "C", "O", "N", "H", "C", "H", "C", "C", "H", "C", "H", "H", "C", "H", "H", "H", "H", "H", "H", "O", "C", "H", "H", "H", "H", "H", "H"],
  "positions_angstrom": [[6.223048, 0.741303, 1.114613], [7.151277, 0.325922, 1.503166], [5.422081, -0.367825, 0.786623], [4.188857, -0.159446, 0.273328], [3.632378, 1.085591, 0.034776], [2.349438, 1.222130, -0.499380], [1.614784, 0.063145, -0.800467], [2.183632, -1.194213, -0.554355], [3.447056, -1.328045, -0.026564], [4.071604, -2.507639, 0.242071], [3.377558, -3.699873, -0.034718], [4.051339, -4.503805, 0.256807], [2.452921, -3.772091, 0.546722], [3.143426, -3.791073, -1.100263], [1.591370, -2.060056, -0.794439], [0.265238, 0.154690, -1.367409], [-0.315882, 1.178201, -1.662079], [-0.294428, -1.059512, -1.541658], [-1.573710, -1.118559, -2.162102], [-1.638950, -0.357952, -2.948667], [-2.731771, -0.924716, -1.160869], [-3.477160, -1.838087, -0.876200], [-2.808488, 0.330296, -0.693052], [-2.102081, 0.986290, -1.008742], [-3.766894, 0.788793, 0.297115], [-3.585404, 1.860703, 0.406982], [-5.234483, 0.542548, -0.121990], [-5.796952, -0.438426, 0.906614], [-6.874952, -0.341911, 1.026660], [-5.022617, -0.101640, 2.176411], [-5.091168, -0.882125, 2.932358], [-5.389234, 0.833069, 2.606165], [-3.600348, 0.077429, 1.655532], [-2.961326, 0.639153, 2.335887], [-3.153728, -0.901684, 1.484738], [-5.561235, -1.456204, 0.597842], [-5.287927, 0.142815, -1.132369], [-5.786336, 1.482825, -0.094727], [-1.647817, -2.120175, -2.589128], [1.767788, 2.413756, -0.740573], [2.470714, 3.600316, -0.462959], [1.796852, 4.406546, -0.747715], [3.389743, 3.674331, -1.053509], [2.710086, 3.689924, 0.601911], [4.203036, 1.968276, 0.267372], [6.443061, 1.354506, 0.234654], [5.755616, 1.362494, 1.885586]],
  "forces_ev_per_a": [[0.2, 0.2, 0.1], [-0.1, 0.1, 0.0], [-0.4, -0.2, -0.2], [-0.1, -0.3, 0.0], [0.2, 0.2, 0.1], [-0.3, -0.4, -0.1], [0.2, 0.3, 0.1], [0.3, 0.0, 0.1], [0.1, 0.0, 0.0], [0.1, 0.3, 0.1], [-0.1, -0.1, 0.0], [-0.1, 0.0, 0.0], [0.0, 0.0, 0.0], [0.0, 0.0, 0.0], [0.0, -0.1, 0.0], [-0.3, 0.3, -0.2], [0.1, -0.2, -0.1], [0.2, -0.2, 0.2], [-0.4, 0.0, -0.3], [0.0, -0.1, 0.1], [0.7, 0.2, -0.5], [-0.4, -0.3, 0.2], [0.1, 0.5, 0.1], [-0.1, -0.2, 0.0], [-0.1, -0.2, 0.0], [0.0, -0.1, 0.0], [-0.1, -0.1, 0.0], [-0.1, 0.1, 0.0], [-0.1, -0.1, 0.0], [0.1, -0.1, 0.0], [0.0, 0.0, 0.1], [0.0, 0.0, 0.1], [0.0, 0.1, 0.1], [0.1, 0.0, 0.0], [0.0, 0.0, 0.0], [0.0, 0.0, 0.0], [0.0, 0.1, -0.1], [0.0, 0.0, 0.0], [-0.1, 0.2, 0.1], [0.0, -0.1, 0.0], [0.1, 0.2, 0.1], [0.1, 0.0, 0.0], [0.0, 0.0, 0.0], [0.0, 0.0, 0.0], [0.1, 0.1, 0.0], [0.0, 0.0, 0.0], [0.0, 0.0, 0.0]]
}